1:
# CH8NO

A 2-piece molecular cluster, CH8NO overall (wB97M-V/def2-TZVPD, the Open Molecules 2025 dataset).

Kohn-Sham gap	0.38198	Ha
total charge	+1

XYZ file:
```
11
CH8NO (wB97M-V/def2-TZVPD)
C 0.000 0.000 0.000
N 1.000 -1.002 -0.230
H -0.112 0.058 1.096
H -0.972 -0.283 -0.439
H 0.280 0.998 -0.378
H 0.848 -1.926 0.223
H 1.880 -0.595 0.145
H 1.120 -1.155 -1.252
O -2.419 2.786 -0.366
H -3.251 2.261 -0.381
H -2.075 2.680 0.550
```


2:
# CH8NO

A 2-piece molecular cluster, CH8NO overall (wB97M-V/def2-TZVPD, the Open Molecules 2025 dataset).

Kohn-Sham gap	0.40709	Ha
total charge	+1

XYZ file:
```
11
CH8NO (wB97M-V/def2-TZVPD)
N -1.363 -1.199 -0.773
H -1.177 -1.035 -1.758
H -2.019 -1.970 -0.611
H -0.549 -1.261 -0.140
H -1.819 -0.330 -0.464
C 1.076 1.312 0.736
O 0.800 -0.059 0.391
H 0.408 1.961 0.192
H 0.898 1.461 1.788
H 2.129 1.539 0.607
H 1.616 -0.419 0.032
```


Most stable structure among those shown: 2. Next: +0.0056 hartree.